Record 1
{"formula": "C8H13NO2", "method": "the ωB97M-V functional and the def2-TZVPD basis", "species": ["C", "C", "C", "C", "C", "C", "C", "C", "N", "O", "O", "H", "H", "H", "H", "H", "H", "H", "H", "H", "H", "H", "H", "H"], "xyz": [[-0.1623, 0.8913, -0.5919], [0.7875, -0.7351, -1.8838], [0.9241, -0.1440, -0.5029], [-0.6135, -0.3732, -1.2809], [-1.1784, 2.8015, 0.6243], [0.4993, -1.5720, 1.5217], [-0.8815, 1.3216, 0.6221], [1.4095, -0.6527, 0.7828], [1.1043, -2.1239, -1.8855], [1.4001, -2.7218, -2.9023], [-1.5481, -1.2150, -1.0627], [-0.0640, 1.7750, -1.2724], [1.0581, -0.1000, -2.7750], [-0.3198, 3.3811, 0.2092], [-1.4576, 3.1728, 1.5317], [-1.9149, 3.0135, -0.1457], [-0.4882, -1.3411, 1.1925], [0.4923, -1.5125, 2.6017], [0.5563, -2.7250, 1.3205], [-1.6853, 0.6657, 0.9171], [-0.2431, 1.1869, 1.4696], [2.3243, -1.0997, 0.5278], [1.4869, 0.1355, 1.4637], [-1.4858, -2.0290, -0.4813]], "atomic_forces_ev_per_a": [[-0.491, 0.498, -1.870], [-0.164, 1.937, -1.078], [-3.212, 0.694, -1.610], [6.146, 0.775, 0.459], [0.756, -0.298, -3.645], [-1.031, -3.721, -0.203], [0.514, 0.490, 1.498], [-0.250, -1.131, -0.574], [0.020, -2.007, -0.054], [-0.365, 1.684, 0.744], [-3.845, -3.068, 1.381], [0.355, -0.706, 0.197], [0.154, -0.906, 0.541], [-0.177, -0.499, 0.754], [-0.848, 1.025, 2.414], [-0.625, 0.124, 0.160], [-1.027, 0.228, 0.212], [0.330, 0.379, 0.251], [0.403, 2.042, -0.007], [-0.859, 0.008, -0.436], [0.869, -0.219, 0.675], [1.658, -0.556, 0.430], [0.988, 1.675, 0.662], [0.702, 1.554, -0.901]], "de_lowest_kcal_mol": 162.0, "total_energy_ha": -517.62468, "homo_ev": [-7.836, -7.836], "smiles": "CC[C@@H]1[C@]2(O)[C@H](N=O)[C@@]12CC", "molar_mass_g_mol": 155.20}

Record 2
{"formula": "C4H13NO", "method": "the ωB97M-V functional and the def2-TZVPD basis", "species": ["C", "C", "C", "N", "C", "H", "H", "H", "H", "H", "H", "H", "H", "H", "H", "H", "H", "H", "O"], "xyz": [[-0.6925, -1.7390, 0.4000], [0.1881, -1.3292, 1.6403], [1.4810, -0.5275, 1.3034], [1.1885, 0.7155, 0.5451], [1.1348, 0.6326, -0.9369], [-0.0113, -1.9692, -0.4074], [-1.2807, -2.5976, 0.7624], [-1.4503, -1.0007, 0.1999], [-0.3230, -0.7018, 2.3728], [0.3978, -2.2492, 2.1672], [1.8083, -0.2691, 2.3071], [2.1588, -1.1276, 0.7061], [0.3520, 1.1823, 0.8598], [2.1080, 0.9898, -1.3085], [0.9138, -0.3113, -1.3966], [0.4384, 1.3769, -1.3022], [-2.7349, 2.2755, -3.0485], [-2.9670, 3.4285, -1.9816], [-2.7098, 3.2210, -2.8823]], "atomic_forces_ev_per_a": [[0.180, -0.095, 2.452], [-0.049, 0.246, -1.115], [-2.189, 0.320, -0.256], [0.094, -0.600, -0.457], [1.234, 1.246, 0.799], [-0.412, -0.203, -0.398], [0.344, -0.071, -0.661], [0.097, 0.543, -0.668], [-0.521, -0.047, -0.188], [0.545, -0.239, 0.258], [1.034, 0.134, -0.224], [0.431, 0.006, 0.237], [-0.065, -0.244, 0.353], [-0.136, -0.389, -0.135], [-0.220, -0.634, 0.042], [-0.371, 0.034, -0.042], [-0.147, 0.018, 0.461], [-0.057, -0.472, 0.038], [0.209, 0.447, -0.495]], "de_lowest_kcal_mol": 27.3, "total_energy_ha": -290.15337, "homo_ev": -8.470, "smiles": "CCCNC.O", "molar_mass_g_mol": 91.15}

Record 3
{"formula": "C25H19FeNO4", "method": "the ωB97M-V functional and the def2-TZVPD basis", "species": ["O", "C", "Fe", "C", "O", "C", "O", "C", "C", "C", "C", "C", "C", "C", "H", "H", "H", "H", "H", "H", "H", "H", "H", "C", "C", "C", "C", "C", "C", "O", "C", "C", "C", "C", "C", "C", "C", "N", "C", "C", "H", "H", "H", "H", "H", "H", "H", "H", "H", "H"], "xyz": [[-2.5966, 6.0017, -2.2720], [-1.6947, 5.2570, -2.2678], [-0.9442, 3.7459, -1.9083], [-2.2672, 2.6155, -2.2649], [-3.2076, 1.9346, -2.3440], [-1.2121, 3.6039, -0.1851], [-1.7425, 3.6603, 0.8568], [1.1339, 3.8268, -1.7419], [2.1632, 3.2001, -0.8355], [2.0568, 1.7088, -0.4121], [1.8213, 0.5348, -1.3361], [1.0010, 0.7139, -2.4582], [0.4986, 1.8454, -3.1090], [0.7760, 3.2366, -2.9875], [1.1667, 4.9241, -1.7848], [3.1623, 3.3660, -1.2641], [2.1223, 3.8209, 0.0780], [3.0091, 1.4793, 0.1074], [1.2781, 1.7217, 0.3667], [2.5407, -0.3090, -1.3393], [0.6820, -0.1912, -2.9681], [-0.2304, 1.6098, -3.9065], [0.8676, 3.8541, -3.9014], [0.4492, -5.2610, 0.6418], [-0.5767, -4.4173, 0.2010], [-0.2954, -3.0894, -0.1319], [0.9773, -2.5259, 0.1494], [1.1172, -1.0479, 0.2182], [-0.1944, -0.3637, 0.4899], [-0.6883, 0.5103, -0.2548], [-1.0456, -0.7840, 1.6632], [-0.5895, -1.4950, 2.7864], [-1.5143, -1.9881, 3.7056], [-2.8829, -1.7351, 3.5341], [-3.3393, -0.9920, 2.4360], [-2.4113, -0.4870, 1.5269], [2.1255, -0.6909, 1.1432], [3.0146, -0.4769, 1.8764], [2.0347, -3.4243, 0.4634], [1.7567, -4.7678, 0.7205], [0.2249, -6.2980, 0.9095], [-1.6026, -4.7898, 0.1077], [-1.0975, -2.4756, -0.5669], [0.4781, -1.6851, 2.8952], [-1.1699, -2.5594, 4.5680], [-3.6086, -2.1187, 4.2560], [-4.4048, -0.7785, 2.2918], [-2.7683, 0.0993, 0.6743], [3.0630, -3.0758, 0.5646], [2.5639, -5.4433, 1.0081]], "atomic_forces_ev_per_a": [[1.043, 0.277, -0.582], [-2.858, 1.474, 0.902], [2.301, -2.364, -0.948], [-2.547, -1.010, -0.126], [1.527, 0.853, -0.004], [-2.444, 1.015, 2.957], [1.625, -0.442, -1.680], [1.134, 0.533, -1.679], [-0.443, -0.013, 0.416], [0.758, -0.065, 0.996], [0.561, 1.321, -1.365], [0.206, -0.636, 0.410], [-0.437, -0.482, -1.378], [0.744, 0.237, 1.037], [0.675, -0.269, 0.008], [-0.188, 0.045, -0.166], [0.287, -0.467, 0.047], [-0.489, 0.343, 0.001], [0.110, -0.277, -0.186], [-0.519, 0.805, -0.175], [0.130, -0.267, 0.035], [0.725, 0.044, 0.117], [-0.917, -0.236, 0.483], [0.017, -0.078, 0.079], [0.311, 0.361, -0.383], [-0.280, -0.350, 0.033], [0.298, 0.163, -0.547], [-0.866, -1.394, 1.443], [-1.871, 0.281, 1.793], [-0.214, 0.263, -0.869], [1.925, 0.630, -2.100], [-0.346, -0.715, 0.546], [0.393, 0.378, -0.374], [-0.608, -0.344, 0.458], [0.752, 0.406, -0.295], [-1.681, -0.070, 0.364], [1.744, 0.051, 0.836], [-1.097, -0.199, -0.796], [-0.441, -0.245, 0.117], [-0.212, 0.066, -0.159], [0.132, 0.317, -0.067], [0.400, 0.120, -0.046], [0.469, -0.090, 0.521], [-0.248, -0.044, 0.092], [-0.059, 0.098, -0.115], [0.220, 0.035, -0.112], [0.343, -0.127, 0.123], [0.395, -0.237, 0.300], [-0.340, 0.131, 0.086], [-0.120, 0.174, -0.049]], "spin_multiplicity": 5, "total_charge": -2, "total_energy_ha": -2583.25535, "homo_ev": [1.442, -1.073], "s_squared": 6.11, "molar_mass_g_mol": 453.27}

Record 4
{"formula": "C22H44BBrN2O9P2SSi", "method": "the ωB97M-V functional and the def2-TZVPD basis", "species": ["C", "C", "C", "C", "C", "P", "O", "Br", "C", "C", "B", "O", "O", "C", "N", "C", "O", "P", "C", "C", "C", "C", "C", "C", "O", "Si", "C", "C", "C", "C", "C", "O", "N", "C", "C", "O", "S", "O", "O", "H", "H", "H", "H", "H", "H", "H", "H", "H", "H", "H", "H", "H", "H", "H", "H", "H", "H", "H", "H", "H", "H", "H", "H", "H", "H", "H", "H", "H", "H", "H", "H", "H", "H", "H", "H", "H", "H", "H", "H", "H", "H", "H", "H"], "xyz": [[0.6224, -4.2437, 5.7381], [1.0898, -3.3888, 4.5584], [-0.1054, -2.8692, 3.7484], [0.0331, -2.8016, 2.2185], [0.8258, -1.6859, 1.4975], [2.6932, -1.9822, 1.8426], [2.7901, -1.1782, 3.2615], [3.6822, -0.4056, 0.5598], [0.3811, -0.1830, 1.5999], [0.3131, 0.3779, 3.0528], [1.1625, 1.7143, 3.2683], [0.6423, 2.9422, 2.8990], [2.3984, 1.6746, 3.8963], [-0.8168, 0.2743, 0.6581], [-1.0029, 1.6970, 0.9260], [-1.8110, 2.2258, 1.6473], [-2.5350, 2.7988, 2.3653], [-2.4032, -0.7565, 0.8468], [-2.8267, -0.7311, 2.6433], [-3.8517, 0.2586, 0.2247], [-3.7084, 1.5026, -0.6795], [-0.2509, 0.2287, -0.8357], [-1.2687, -0.1023, -1.9252], [-0.6912, -0.7455, -3.1852], [0.3154, 0.0468, -3.7811], [1.2962, -0.6357, -4.9405], [2.6212, -1.6323, -4.0716], [0.3343, -1.6628, -6.1666], [2.0565, 0.8087, -5.8466], [0.5820, 1.4832, -1.1706], [-0.1181, 2.7218, -1.6904], [-0.6169, 2.7887, -2.7755], [-0.0476, 3.8575, -0.8035], [1.1482, 4.6302, -1.1972], [-1.2446, 4.6835, -0.9312], [0.8206, -0.7965, -0.9571], [0.7215, -2.1802, -0.2509], [-0.5186, -2.8203, -0.5586], [1.9337, -2.8844, -0.5737], [0.0329, -5.0991, 5.4069], [-0.0295, -3.6398, 6.3764], [1.4564, -4.5652, 6.3604], [1.7608, -3.9726, 3.9229], [1.6274, -2.5444, 4.9912], [-0.9180, -3.5891, 3.9030], [-0.4807, -1.9402, 4.1740], [0.5095, -3.7475, 1.9259], [-0.9605, -2.8570, 1.7738], [3.4424, -1.6037, 3.8295], [1.2174, 0.3471, 1.1409], [-0.6984, 0.5856, 3.3854], [0.7269, -0.3426, 3.7478], [1.1870, 3.3916, 2.2457], [3.1239, 1.4044, 3.3261], [-2.4973, -1.6487, 3.1220], [-3.9180, -0.7331, 2.6699], [-2.5125, 0.1415, 3.2042], [-4.4566, -0.4818, -0.3018], [-4.4443, 0.5459, 1.0936], [-2.6905, 1.8487, -0.8023], [-4.2882, 2.3310, -0.2697], [-4.1052, 1.3152, -1.6774], [-1.9928, -0.8419, -1.5721], [-1.8210, 0.7800, -2.2325], [-1.5340, -0.8598, -3.8779], [-0.3387, -1.7572, -2.9617], [2.2280, -2.0251, -3.1308], [3.4340, -0.9520, -3.8052], [3.0133, -2.4572, -4.6654], [1.0487, -1.9894, -6.9286], [-0.4129, -1.0488, -6.6733], [-0.1408, -2.5509, -5.7498], [1.5143, 1.0478, -6.7625], [2.0028, 1.6949, -5.2078], [3.1095, 0.6407, -6.0764], [1.2536, 1.1414, -1.9597], [1.2037, 1.7732, -0.3235], [0.9152, 5.3411, -1.9977], [1.9323, 3.9678, -1.5655], [1.5226, 5.1935, -0.3414], [-1.1576, 5.5184, -0.2333], [-2.1337, 4.1163, -0.6574], [-1.3773, 5.0921, -1.9378]], "atomic_forces_ev_per_a": [[-0.194, 0.363, 0.020], [-0.261, 0.061, 0.365], [-0.259, -0.190, -0.039], [0.281, -0.282, 0.363], [-0.139, 0.405, -0.270], [-0.165, -0.157, -0.149], [0.027, -0.001, 0.155], [0.023, 0.081, 0.026], [0.095, 0.115, 0.064], [0.125, 0.185, 0.302], [-0.009, 0.110, 0.013], [-0.120, -0.582, -0.243], [0.003, 0.366, -0.501], [0.373, 0.050, -0.047], [-0.548, -0.326, 0.026], [0.036, 0.187, 0.715], [0.169, -0.070, -0.519], [-0.169, -0.515, -0.103], [-0.172, 0.181, -0.101], [0.004, 0.448, -0.161], [-0.275, 0.013, -0.068], [-0.029, -0.100, -0.269], [-0.127, -0.337, -0.397], [-0.213, 0.108, -0.007], [-0.144, -0.211, -0.116], [0.354, 0.086, -0.127], [-0.282, 0.212, 0.143], [0.081, 0.035, 0.016], [-0.058, 0.194, 0.204], [0.545, -0.032, -0.114], [0.290, 0.086, 0.665], [-0.651, -0.114, -0.325], [0.048, 0.026, -0.612], [-0.064, 0.064, 0.288], [0.027, 0.341, 0.220], [-0.029, 0.201, 0.226], [0.193, -0.546, 0.061], [0.058, 0.115, -0.014], [-0.180, 0.221, 0.006], [0.150, -0.125, 0.012], [-0.013, -0.049, 0.007], [0.009, -0.173, -0.075], [0.086, 0.086, -0.013], [0.242, -0.045, -0.246], [0.006, 0.009, -0.045], [0.058, 0.048, -0.025], [-0.047, 0.014, -0.073], [0.003, 0.205, -0.038], [0.037, 0.052, 0.045], [0.029, -0.045, -0.119], [-0.181, -0.098, -0.125], [-0.045, -0.132, -0.022], [0.109, 0.401, 0.318], [0.097, -0.372, 0.204], [0.190, 0.074, 0.111], [0.013, -0.129, -0.002], [0.003, 0.042, 0.124], [0.032, -0.036, 0.013], [0.131, -0.037, 0.078], [-0.002, 0.054, 0.054], [0.051, 0.004, 0.040], [0.063, -0.052, -0.003], [0.029, 0.073, 0.167], [0.166, 0.087, 0.104], [0.038, 0.002, -0.037], [0.111, 0.035, 0.043], [0.060, -0.151, -0.041], [0.093, -0.102, -0.023], [0.063, 0.014, -0.009], [-0.041, -0.062, -0.004], [-0.081, -0.053, 0.039], [-0.037, 0.008, 0.009], [0.062, -0.033, -0.043], [0.017, -0.015, 0.012], [-0.025, -0.052, -0.125], [-0.127, 0.103, -0.103], [-0.138, -0.078, 0.123], [0.002, -0.079, -0.086], [0.061, -0.018, 0.142], [0.044, -0.001, -0.018], [0.007, -0.024, 0.004], [0.039, -0.070, -0.026], [-0.010, -0.069, -0.043]], "total_energy_ha": -5620.76121, "homo_ev": -8.390, "smiles": "CCCC[C@]1(P(O)Br)[C@H](CB(O)O)[C@](N=C=O)(P(C)CC)[C@@](CCO[Si](C)(C)C)(CC(=O)N(C)C)OS1(=O)=O", "molar_mass_g_mol": 693.42}